[1]
DFT (ωB97M-V/def2-TZVPD) results for a 6-piece molecular cluster, C30H58O32S7 overall.

```
127
C30H58O32S7 (ωB97M-V/def2-TZVPD)
C 5.390 -5.907 0.282
C 4.881 -6.247 1.810
C 3.776 -5.148 2.398
C 4.075 -3.668 1.757
C 3.529 -2.409 2.709
C 3.753 -1.048 1.818
C 3.857 0.340 2.691
C 2.872 1.549 2.189
C 1.357 1.202 2.712
C 0.296 2.477 2.506
C -0.816 1.937 1.389
C -1.786 0.818 2.154
C -3.241 0.791 1.393
C -4.150 -0.535 1.846
O -3.347 -1.798 1.758
C -4.354 -2.846 1.422
C -4.532 -3.456 -0.120
O -5.129 -3.259 2.435
O 3.257 2.648 3.135
S 4.360 3.692 2.303
O 5.834 3.138 2.192
O 4.581 5.119 2.867
O 3.866 3.547 0.647
C 3.105 2.264 0.733
C 3.678 1.401 -0.537
O 3.649 2.241 -1.745
O 4.760 2.134 -2.436
H 4.532 -5.715 -0.490
H 6.011 -6.852 -0.098
H 6.163 -5.006 0.333
H 5.825 -6.287 2.506
H 4.435 -7.343 1.790
H 2.700 -5.541 2.120
H 3.936 -5.155 3.580
H 5.239 -3.454 1.620
H 3.525 -3.644 0.704
H 4.029 -2.389 3.768
H 2.366 -2.632 2.854
H 2.971 -0.945 0.936
H 4.812 -1.178 1.282
H 3.497 0.058 3.795
H 4.983 0.711 2.837
H 1.438 1.075 3.896
H 0.953 0.227 2.184
H 0.833 3.400 1.973
H -0.252 2.773 3.499
H -0.174 1.350 0.575
H -1.429 2.804 0.890
H -1.843 1.101 3.301
H -1.237 -0.236 2.086
H -3.817 1.769 1.735
H -3.009 0.777 0.229
H -4.592 -0.387 2.928
H -5.044 -0.618 1.077
H -4.053 -2.676 -0.866
H -5.699 -3.480 -0.368
H -4.085 -4.536 -0.216
H 2.033 2.596 0.326
H 4.777 0.986 -0.391
H 3.005 0.453 -0.764
H 4.513 2.194 -3.420
C -3.841 7.034 0.334
C -3.098 6.195 -0.702
O -2.548 5.101 0.029
S -3.546 4.734 1.265
O -4.385 3.629 0.855
O -2.776 4.726 2.488
O -4.442 6.095 1.225
H -3.147 7.654 0.911
H -4.605 7.670 -0.121
H -2.309 6.758 -1.205
H -3.788 5.788 -1.448
C 8.141 4.657 -5.103
C 7.167 5.100 -4.014
O 5.963 5.431 -4.702
S 5.821 4.472 -6.013
O 4.952 3.368 -5.672
O 5.613 5.309 -7.171
O 7.355 3.922 -6.040
H 8.571 5.519 -5.621
H 8.946 4.032 -4.707
H 7.537 5.958 -3.448
H 6.947 4.278 -3.324
C -3.252 -6.724 -4.806
C -2.081 -6.270 -3.938
O -2.659 -5.428 -2.943
S -4.165 -5.957 -2.610
O -4.102 -6.783 -1.426
O -5.080 -4.847 -2.748
O -4.337 -6.935 -3.904
H -3.545 -5.941 -5.514
H -3.028 -7.643 -5.354
H -1.324 -5.729 -4.510
H -1.614 -7.121 -3.431
C -9.844 -2.558 1.754
C -8.884 -3.466 0.989
O -8.763 -2.877 -0.304
S -8.907 -1.259 -0.164
O -7.578 -0.690 -0.126
O -9.929 -0.810 -1.081
O -9.516 -1.230 1.347
H -10.883 -2.754 1.470
H -9.737 -2.662 2.837
H -9.253 -4.492 0.913
H -7.892 -3.470 1.453
C 6.611 5.316 5.295
C 6.239 6.376 6.328
O 7.245 6.284 7.335
S 8.651 5.837 6.640
O 9.437 7.028 6.406
O 9.161 4.683 7.342
O 8.035 5.346 5.213
H 6.310 4.317 5.628
H 6.168 5.520 4.316
H 5.248 6.210 6.757
H 6.285 7.381 5.896
C -6.166 -2.602 -6.752
C -6.855 -3.809 -7.384
O -6.705 -4.863 -6.435
S -6.706 -4.228 -4.933
O -8.040 -4.352 -4.391
O -5.527 -4.694 -4.240
O -6.474 -2.672 -5.361
H -5.079 -2.666 -6.864
H -6.519 -1.657 -7.174
H -6.412 -4.087 -8.343
H -7.926 -3.625 -7.518
```

Results
M ... 1155.2 g/mol
Lowest unoccupied orbital energy ... -0.36 eV
Total charge ... 0
Electronic energy ... -173390.5307 eV

***

[2]
DFT (ωB97M-V/def2-TZVPD) results for a 4-piece molecular cluster, C30H59FN5O3P overall.

```
99
C30H59FN5O3P (ωB97M-V/def2-TZVPD)
C 6.736 -0.497 0.092
C 5.907 0.870 -0.054
C 6.496 1.971 -1.003
C 5.811 3.347 -1.244
C 4.509 3.643 -0.466
C 3.928 2.556 0.467
C 4.554 1.147 0.704
C 3.886 0.036 1.653
P 2.088 -0.420 1.107
C 1.311 0.606 -0.275
C -0.203 0.211 -0.648
C -0.432 -1.333 -1.033
N -1.941 -1.550 -1.064
C 2.836 -1.712 -0.110
C 2.562 -3.205 0.161
C 3.081 -4.405 -0.695
C 3.974 -3.907 -1.896
C 4.168 -2.383 -1.996
N 3.650 -1.323 -1.212
C 1.467 0.731 2.501
C 1.388 -0.145 3.872
F 0.124 1.249 2.295
H 7.680 -0.401 -0.548
H 7.075 -0.572 1.195
H 6.138 -1.413 -0.229
H 7.475 1.786 -1.568
H 6.204 4.152 -1.956
H 3.934 4.630 -0.579
H 2.942 2.767 1.020
H 4.530 -0.919 1.601
H 3.925 0.397 2.734
H 1.426 -1.512 1.804
H 1.286 1.709 0.074
H 1.903 0.616 -1.257
H -0.980 0.516 0.136
H -0.468 0.821 -1.598
H -0.079 -1.513 -2.114
H 0.000 -2.084 -0.293
H -2.245 -1.485 -0.072
H -2.301 -0.663 -1.481
H 1.923 -3.462 1.083
H 2.875 -5.498 -0.471
H 4.437 -4.655 -2.633
H 4.855 -2.049 -2.863
H 2.140 1.656 2.684
H 2.285 -0.846 3.999
H 1.156 0.497 4.785
H 0.468 -0.846 3.713
C -4.302 1.220 -4.595
O -3.271 0.323 -4.215
C -3.211 -0.874 -4.987
C -2.483 -0.724 -6.338
C -3.315 -0.019 -7.405
N -1.204 -0.018 -6.187
H -5.201 0.700 -4.937
H -3.939 1.904 -5.365
H -4.564 1.821 -3.720
H -2.646 -1.586 -4.377
H -4.213 -1.302 -5.113
H -2.275 -1.734 -6.709
H -3.359 1.062 -7.257
H -2.882 -0.184 -8.395
H -4.339 -0.403 -7.423
H -0.611 -0.550 -5.552
H -1.393 0.844 -5.674
C -0.810 -5.843 5.831
O -1.794 -5.183 5.051
C -2.375 -4.042 5.675
C -1.529 -2.757 5.565
C -0.334 -2.730 6.514
N -1.053 -2.541 4.193
H -1.039 -5.810 6.899
H 0.174 -5.412 5.637
H -0.778 -6.889 5.517
H -3.318 -3.869 5.147
H -2.639 -4.263 6.716
H -2.176 -1.917 5.839
H 0.491 -3.357 6.169
H 0.058 -1.712 6.601
H -0.620 -3.061 7.516
H -1.860 -2.456 3.577
H -0.607 -3.407 3.887
C -3.017 2.790 -1.211
O -4.308 3.375 -1.164
C -4.600 4.065 0.048
C -4.026 5.495 0.120
C -2.526 5.538 0.398
N -4.306 6.251 -1.108
H -2.693 2.423 -0.233
H -2.297 3.506 -1.610
H -3.055 1.943 -1.902
H -5.691 4.138 0.087
H -4.298 3.465 0.916
H -4.523 6.003 0.954
H -1.929 5.293 -0.483
H -2.228 6.541 0.713
H -2.255 4.844 1.198
H -5.315 6.308 -1.233
H -3.998 5.676 -1.894
```

Results
M ... 587.8 g/mol
Structure (SMILES) ... Cc1ccccc1C[PH](CCCN)(c1ccccn1)[C@H](C)F.COC[C@@H](C)N.COC[C@@H](C)N.COC[C@@H](C)N
Lowest unoccupied orbital energy ... 0.22 eV
Total charge ... 0
Electronic energy ... -57654.7576 eV

***

Maximum force per entry: 16.11 5.71 eV Å⁻¹